Entry 1:
19
Properties=species:S:1:pos:R:3 method="wB97M-V/def2-TZVPD" e_lumo_ev=-3.16 total_energy_ev=-15416.1061 largest_force_ev_per_a=4.05 total_charge=+1 homo_energy_ev=-13.4 e_above_lowest_kcal_mol=22.5 orbital_gap_ev=10.3 multiplicity=1
C 0.7089 -0.7413 -1.9276
C -1.1830 -0.4106 0.4328
C 0.3314 0.0435 0.5262
C 1.2821 -0.6866 -0.4429
N -1.8829 0.0717 1.6194
N 0.3149 1.5502 0.4348
I 3.1741 0.0952 0.2238
H 1.3865 -0.2019 -2.6991
H 0.4702 -1.7176 -2.1871
H -0.2670 -0.2545 -1.9174
H -1.1997 -1.4669 0.1826
H -1.4343 0.1322 -0.4543
H 0.6913 -0.1819 1.5459
H 1.3237 -1.7258 -0.1875
H -1.9893 -0.6502 2.3226
H -2.7142 0.5486 1.4540
H -0.1460 1.9545 1.2330
H -0.1682 1.7238 -0.3645
H 1.3013 1.9175 0.2052

***

Entry 2:
75
Properties=species:S:1:pos:R:3 method="wB97M-V/def2-TZVPD" e_lumo_ev=0.66 total_energy_ev=-32842.2899 largest_force_ev_per_a=0.83 total_charge=0 homo_energy_ev=-7.8 e_above_lowest_kcal_mol=0.0 smiles=Cc1cc(O)cc2c1O[C@](C)(CCC[C@H](C)CCC[C@H](C)CCCC(C)C)CC2 orbital_gap_ev=8.5 multiplicity=1
C -1.2246 -1.8716 -1.6716
C -1.4113 -0.5152 -1.0665
C -1.6624 -0.3565 0.2816
C -1.8164 0.9121 0.8310
O -2.0280 1.0168 2.1779
C -1.7604 2.0222 0.0081
C -1.5312 1.8877 -1.3557
C -1.3283 0.6185 -1.8886
O -1.0678 0.3886 -3.2091
C -0.6231 1.5039 -3.9769
C -0.7378 1.0688 -5.4381
C 0.8321 1.8414 -3.5984
C 1.7907 0.6660 -3.7758
C 3.1568 0.9130 -3.1335
C 3.1765 1.1135 -1.6095
C 4.6287 1.3290 -1.1788
C 2.5352 -0.0727 -0.8789
C 2.6284 0.0067 0.6443
C 1.9070 -1.1659 1.3092
C 2.2035 -1.2983 2.8088
C 3.6305 -1.7961 3.0417
C 1.2151 -2.2658 3.4779
C -0.1153 -1.6263 3.8709
C -1.0502 -2.6628 4.4928
C -2.3569 -2.0822 5.0438
C -3.2845 -1.6160 3.9252
C -3.0664 -3.1266 5.9053
C -1.5473 2.7019 -3.7115
C -1.5152 3.1053 -2.2402
H -0.2370 -1.9494 -2.1245
H -1.3318 -2.6485 -0.9199
H -1.9558 -2.0312 -2.4622
H -1.7443 -1.2185 0.9249
H -2.1270 1.9450 2.4180
H -1.9038 3.0125 0.4220
H -1.7838 0.9384 -5.7045
H -0.2959 1.8169 -6.0898
H -0.2310 0.1198 -5.5818
H 1.1653 2.6934 -4.1938
H 0.8460 2.1318 -2.5489
H 1.9506 0.4814 -4.8401
H 1.3351 -0.2289 -3.3514
H 3.6009 1.7968 -3.6001
H 3.8008 0.0618 -3.3702
H 2.6161 2.0199 -1.3565
H 5.0961 2.0910 -1.7996
H 4.6886 1.6582 -0.1453
H 5.1972 0.4074 -1.2848
H 1.4791 -0.1281 -1.1480
H 3.0177 -0.9947 -1.2143
H 3.6764 -0.0011 0.9408
H 2.1878 0.9452 0.9894
H 0.8333 -1.0409 1.1606
H 2.2037 -2.0944 0.8144
H 2.0975 -0.3126 3.2753
H 4.3629 -1.1389 2.5804
H 3.7528 -2.7931 2.6229
H 3.8478 -1.8429 4.1068
H 1.6753 -2.6717 4.3824
H 1.0301 -3.1062 2.8043
H -0.5838 -1.1701 3.0005
H 0.0710 -0.8308 4.5965
H -1.2861 -3.4293 3.7502
H -0.5181 -3.1558 5.3115
H -2.1126 -1.2209 5.6759
H -3.5158 -2.4437 3.2571
H -2.8299 -0.8169 3.3488
H -4.2190 -1.2442 4.3408
H -2.4354 -3.4390 6.7349
H -3.3092 -4.0048 5.3102
H -3.9912 -2.7233 6.3125
H -1.2600 3.5394 -4.3479
H -2.5637 2.4022 -3.9783
H -2.3822 3.7301 -2.0103
H -0.6261 3.7074 -2.0281

***

Entry 3:
12
Properties=species:S:1:pos:R:3 method="wB97M-V/def2-TZVPD" e_lumo_ev=4.07 total_energy_ev=-18590.2202 largest_force_ev_per_a=3.74 total_charge=-1 homo_energy_ev=-2.9 e_above_lowest_kcal_mol=92.6 orbital_gap_ev=7.0 multiplicity=1
C 1.5462 0.7433 0.3502
C -1.7127 -0.5197 -0.2286
N 0.3975 1.1462 -0.2892
O 2.7351 1.1466 -0.3240
O -1.9489 2.2508 -0.0038
S -0.9769 1.1674 0.4650
H 2.7248 2.1911 -0.5159
H 1.6979 -0.3771 0.4863
H 1.5853 1.0577 1.4184
H -0.7924 -0.9145 -0.5926
H -2.1139 -1.3291 0.3398
H -2.3698 -0.2741 -1.1296

***

What did the third record say?
12
Properties=species:S:1:pos:R:3 method="wB97M-V/def2-TZVPD" e_lumo_ev=4.07 total_energy_ev=-18590.2202 largest_force_ev_per_a=3.74 total_charge=-1 homo_energy_ev=-2.9 e_above_lowest_kcal_mol=92.6 orbital_gap_ev=7.0 multiplicity=1
C 1.5462 0.7433 0.3502
C -1.7127 -0.5197 -0.2286
N 0.3975 1.1462 -0.2892
O 2.7351 1.1466 -0.3240
O -1.9489 2.2508 -0.0038
S -0.9769 1.1674 0.4650
H 2.7248 2.1911 -0.5159
H 1.6979 -0.3771 0.4863
H 1.5853 1.0577 1.4184
H -0.7924 -0.9145 -0.5926
H -2.1139 -1.3291 0.3398
H -2.3698 -0.2741 -1.1296